No. 1
{"formula": "C30H72F2NO5PS", "method": "the ωB97M-V functional and the def2-TZVPD basis", "smiles": "O=P(O)(O)N(F)S(=O)(=O)F.CCCCCC.CCCCCC.CCCCCC.CCCCCC.CCCCCC", "charge": 0, "total_energy_ev": -69561.2738, "orbital_gap_ev": 8.33, "largest_force_ev_per_a": 9.80, "species": ["S", "P", "F", "F", "O", "O", "O", "O", "O", "N", "C", "C", "C", "C", "C", "C", "C", "C", "C", "C", "C", "C", "C", "C", "C", "C", "C", "C", "C", "C", "C", "C", "C", "C", "C", "C", "C", "C", "C", "C", "H", "H", "H", "H", "H", "H", "H", "H", "H", "H", "H", "H", "H", "H", "H", "H", "H", "H", "H", "H", "H", "H", "H", "H", "H", "H", "H", "H", "H", "H", "H", "H", "H", "H", "H", "H", "H", "H", "H", "H", "H", "H", "H", "H", "H", "H", "H", "H", "H", "H", "H", "H", "H", "H", "H", "H", "H", "H", "H", "H", "H", "H", "H", "H", "H", "H", "H", "H", "H", "H", "H", "H"], "positions_angstrom": [[1.294013, 7.208124, -4.374257], [-1.224631, 6.243797, -3.195046], [-0.637675, 8.770000, -3.620165], [0.924100, 7.138289, -6.046680], [-1.333189, 5.326600, -4.483013], [2.467836, 8.218482, -4.103081], [-0.734747, 5.285148, -1.783781], [-2.863765, 6.807945, -2.807049], [1.856458, 5.791879, -3.984299], [-0.052515, 7.584521, -3.329001], [1.742178, 2.297504, 8.103625], [-0.051402, 0.159015, 0.662712], [0.304276, -1.708583, 2.419232], [-0.498069, -1.241097, -8.917076], [-0.018367, -4.426618, 5.250719], [-2.846947, -1.507921, -6.852550], [0.632960, -0.380670, -4.592909], [-1.361877, 1.761399, -3.461763], [0.373969, -0.772973, 3.628818], [-1.246888, -1.029613, -10.234639], [1.146148, 3.537292, 8.780125], [-1.531531, -0.105808, 0.442952], [-2.271038, 2.025421, -4.650429], [-0.572082, -5.156009, 4.024825], [0.728102, 1.125374, -4.850016], [3.196640, 4.179599, 10.151293], [-1.100495, -3.946291, 6.203343], [-0.567475, -7.512411, 5.096789], [1.380195, -0.826068, -3.345415], [-0.884120, -2.503737, -8.138178], [1.781892, -0.282700, 3.929424], [0.116558, 2.016412, -3.762800], [-2.365847, -2.619975, -7.771711], [1.655822, 3.157644, 5.707528], [-1.345631, -6.445608, 4.322366], [-0.995791, -2.130554, -11.251540], [2.516182, 2.564953, 6.811025], [0.729927, -1.087374, 1.083980], [2.151919, 4.632700, 9.143206], [0.653053, -8.027283, 4.349662], [-2.983745, -2.643051, -8.676107], [0.553130, -3.555959, 4.907450], [2.933263, 1.615773, 6.453824], [-0.922871, -0.076063, -10.668511], [1.383917, -7.232913, 4.173614], [0.242070, 3.063916, -4.064698], [-3.899610, -1.661190, -6.596899], [2.251105, 3.296235, 4.798721], [-1.672007, -4.781849, 6.621300], [-2.033130, 0.809621, 0.111463], [-2.270725, -1.494755, -5.922365], [-2.172868, 3.058359, -4.996873], [0.366869, -8.454876, 3.383893], [1.307220, -1.911737, -3.231625], [-0.264198, -7.129403, 6.077395], [0.625810, 3.217032, 9.692120], [1.602210, 5.480626, 9.569419], [-1.527364, -1.911177, -12.183635], [-2.761155, -0.526148, -7.326827], [0.818331, 2.496653, 5.466029], [0.074238, 0.959304, 1.400591], [2.440257, -0.562722, -3.411477], [1.776294, 0.351316, 4.821019], [1.253767, 4.136647, 5.989264], [1.796768, -0.835945, 1.122921], [-2.523847, -3.580871, -7.267202], [-2.024849, -0.435731, 1.363419], [0.965877, -0.370042, -2.441780], [-1.238317, -8.357940, 5.291384], [-1.666732, 2.419081, -2.638957], [-0.586278, 5.946617, -1.044430], [0.253116, 1.347444, -5.813262], [-0.292442, 0.085212, 3.488544], [0.926227, 1.595449, 7.890304], [2.455841, -1.124322, 4.116272], [0.374346, 3.970456, 8.132469], [-1.510365, 0.736111, -3.104761], [-3.420324, 5.958674, -2.711195], [2.648825, 5.010568, 8.242894], [-2.323365, -0.933272, -10.054002], [0.376342, 0.536390, -0.273832], [-2.258131, -6.202940, 4.880241], [-0.718814, -2.093957, 2.332381], [-1.682847, -6.874166, 3.369646], [-0.594819, -3.390588, -8.714864], [0.690769, -5.064580, 5.790020], [-0.001100, -1.312805, 4.506725], [1.148137, -8.809238, 4.933089], [-0.650745, -0.360281, -8.281672], [-1.682923, -0.871292, -0.323689], [-1.796217, -3.270664, 5.697259], [3.864467, 5.010062, 10.398859], [0.258692, -5.378446, 3.344221], [-2.046580, 1.356722, -5.488244], [-1.350529, -3.102358, -10.892053], [-0.650914, -3.403862, 7.041880], [0.688365, 1.902026, -2.833910], [0.630395, -1.850331, 0.301579], [2.404803, 1.781038, 8.808660], [3.812291, 3.366041, 9.757244], [-1.234977, -4.475319, 3.475833], [-0.287241, -2.538088, -7.217522], [0.070229, -2.215444, -11.481788], [2.722722, 3.838355, 11.076713], [-3.316598, 1.860207, -4.369349], [2.188215, 0.309665, 3.104692], [1.784646, 1.399120, -4.967604], [0.938164, -2.584070, 2.610957], [0.579153, -1.278894, -9.122809], [-0.415093, -0.692524, -4.525122], [1.054785, -0.907297, -5.457515], [3.371917, 3.221591, 7.004047]], "atomic_forces_ev_per_a": [[9.301, -2.905, 1.001], [-3.658, -6.451, -2.014], [-0.313, 0.728, -0.228], [0.061, 0.633, 3.762], [0.965, 3.826, 4.950], [-6.084, -2.755, -1.795], [-0.735, 4.022, -2.281], [3.189, -1.584, -0.138], [-3.994, 5.357, -1.666], [0.026, -1.343, -0.401], [0.112, -0.053, 0.132], [0.116, -0.080, -0.089], [-0.158, -0.022, -0.019], [-0.048, 0.119, 0.133], [0.013, 0.032, -0.157], [-0.197, 0.041, -0.006], [0.094, 0.100, -0.120], [0.112, 0.096, 0.026], [-0.017, -0.157, -0.018], [0.121, 0.108, 0.060], [-0.107, 0.063, -0.109], [-0.207, 0.183, 0.063], [-0.232, -0.063, -0.131], [0.127, -0.066, -0.092], [-0.108, 0.014, -0.111], [0.179, 0.095, 0.003], [0.032, 0.007, 0.279], [-0.150, -0.012, -0.072], [-0.059, -0.183, 0.079], [0.038, -0.125, -0.100], [0.013, 0.163, 0.109], [0.114, 0.045, 0.106], [0.129, -0.091, 0.050], [0.089, 0.211, -0.183], [-0.125, 0.046, 0.097], [-0.194, -0.107, -0.184], [-0.027, -0.141, 0.074], [0.173, 0.045, 0.037], [-0.159, -0.013, 0.040], [0.153, -0.079, 0.107], [0.072, -0.013, 0.030], [0.010, -0.126, 0.010], [0.023, 0.097, 0.087], [-0.072, -0.059, 0.091], [-0.049, -0.084, -0.027], [-0.047, -0.106, 0.038], [0.093, 0.091, 0.040], [-0.145, -0.012, 0.055], [0.029, 0.129, -0.059], [-0.012, -0.153, 0.003], [-0.026, 0.055, -0.070], [0.039, -0.122, 0.014], [0.057, 0.061, 0.048], [0.068, 0.085, 0.069], [-0.051, 0.007, -0.062], [0.063, 0.041, -0.078], [0.039, -0.068, -0.107], [0.110, -0.094, 0.072], [0.007, -0.051, 0.082], [0.006, 0.075, 0.019], [0.034, -0.067, -0.025], [-0.078, 0.008, 0.055], [0.095, -0.066, -0.091], [0.006, -0.130, -0.044], [-0.088, -0.048, 0.002], [0.017, 0.065, -0.111], [0.036, 0.000, -0.128], [0.067, -0.025, -0.045], [0.042, 0.122, 0.032], [0.074, -0.070, -0.001], [-0.155, -1.097, -0.861], [0.036, 0.010, 0.082], [0.008, -0.068, -0.020], [0.070, 0.050, -0.006], [-0.010, 0.066, -0.049], [0.058, -0.063, 0.050], [0.041, 0.030, 0.014], [1.408, 1.550, -0.327], [-0.064, -0.038, 0.030], [0.081, 0.002, 0.035], [0.013, 0.006, 0.114], [0.076, 0.001, -0.064], [0.087, 0.014, -0.014], [0.044, 0.027, 0.094], [-0.003, 0.087, 0.041], [-0.043, 0.015, -0.073], [-0.041, 0.069, -0.091], [0.014, 0.055, -0.127], [0.029, -0.082, -0.023], [-0.013, 0.021, 0.067], [-0.001, -0.061, 0.032], [-0.020, -0.131, 0.044], [-0.088, 0.011, 0.036], [-0.040, 0.075, 0.076], [0.083, 0.099, -0.060], [-0.134, -0.033, -0.072], [-0.011, 0.001, -0.067], [-0.001, 0.080, 0.045], [-0.080, 0.048, -0.047], [-0.049, 0.049, 0.076], [0.066, -0.033, 0.055], [-0.073, 0.011, -0.067], [-0.067, -0.039, 0.029], [0.062, -0.018, -0.071], [0.062, 0.007, -0.104], [0.013, -0.059, 0.074], [-0.098, -0.037, 0.018], [-0.053, 0.074, -0.003], [-0.091, 0.010, -0.002], [0.040, 0.055, -0.021], [-0.096, 0.045, 0.035], [-0.063, -0.058, 0.028]]}

***

No. 2
{"formula": "C30H72N6O5S5", "method": "the ωB97M-V functional and the def2-TZVPD basis", "multiplicity": 2, "charge": 1, "total_energy_ev": -105614.7964, "orbital_gap_ev": [6.63, 2.09], "largest_force_ev_per_a": 5.60, "species": ["S", "S", "S", "S", "S", "O", "O", "O", "O", "O", "N", "N", "N", "N", "N", "N", "C", "C", "C", "C", "C", "C", "C", "C", "C", "C", "C", "C", "C", "C", "C", "C", "C", "C", "C", "C", "C", "C", "C", "C", "C", "C", "C", "C", "C", "C", "H", "H", "H", "H", "H", "H", "H", "H", "H", "H", "H", "H", "H", "H", "H", "H", "H", "H", "H", "H", "H", "H", "H", "H", "H", "H", "H", "H", "H", "H", "H", "H", "H", "H", "H", "H", "H", "H", "H", "H", "H", "H", "H", "H", "H", "H", "H", "H", "H", "H", "H", "H", "H", "H", "H", "H", "H", "H", "H", "H", "H", "H", "H", "H", "H", "H", "H", "H", "H", "H", "H", "H"], "positions_angstrom": [[-25.665840, 2.349780, 26.381150], [-20.273840, 6.181290, 16.412720], [-25.564110, 7.606030, 29.767630], [-17.909270, -0.110540, 24.767700], [-17.439990, 1.973230, 18.949200], [-18.764630, 2.501930, 18.449620], [-17.759080, -0.964660, 23.508140], [-19.184060, 6.584650, 15.375440], [-24.566620, 2.643010, 27.400750], [-26.357030, 6.852930, 30.871540], [-20.414860, 4.359290, 23.842770], [-20.526990, 0.192540, 29.781860], [-17.471160, 5.748660, 26.336660], [-19.604070, 8.907670, 20.869060], [-23.436190, 2.718630, 20.934240], [-22.943100, 8.303720, 19.197810], [-20.517150, 4.326940, 16.391060], [-26.817950, 8.547020, 28.795100], [-25.116550, 6.272460, 28.603960], [-21.483230, 10.722400, 20.454750], [-25.820860, 3.997700, 25.453290], [-17.786350, 0.236410, 19.542590], [-21.862090, 5.778240, 25.529800], [-22.356170, 2.192310, 20.941940], [-22.283270, -0.789680, 28.378220], [-16.824810, 1.345720, 24.590500], [-17.157790, 2.704340, 20.614000], [-19.245130, 5.206590, 23.358620], [-20.413490, 9.709350, 20.697200], [-19.207740, 2.341220, 29.232970], [-18.555260, 7.756840, 27.668760], [-19.519520, -0.903350, 29.578070], [-23.004440, 6.892110, 21.371230], [-20.066310, 1.519200, 30.206110], [-21.671050, 5.029440, 24.246410], [-24.843000, 1.474680, 25.000640], [-17.043100, -0.972770, 26.158010], [-22.984650, 7.766700, 20.202080], [-18.029230, 6.603160, 26.903410], [-21.327370, 0.426980, 28.555840], [-19.484520, 5.341400, 21.860530], [-21.032110, 2.383550, 25.281820], [-19.689570, 6.487000, 18.144010], [-19.954830, 3.362500, 24.820140], [-19.333580, -1.580210, 30.986240], [-20.957800, 1.658580, 20.927690], [-19.855020, -1.689910, 28.902140], [-19.094820, 2.912110, 24.324540], [-22.806990, 6.313220, 25.625070], [-24.525830, 5.438080, 28.982050], [-18.759950, -1.040920, 31.740040], [-26.639960, 8.835860, 27.759250], [-24.867480, 4.523560, 25.401940], [-20.591300, 1.817120, 21.941910], [-22.914390, -0.547350, 27.523200], [-18.257630, 8.725380, 27.266950], [-19.553190, 3.818430, 16.408770], [-18.063390, 7.702390, 28.639940], [-24.624060, 6.654940, 27.709950], [-16.049080, -1.377290, 25.967310], [-21.081960, 6.528910, 25.656250], [-17.676540, -1.856410, 26.235740], [-20.399790, 2.307470, 20.252660], [-16.821850, 3.731040, 20.468640], [-19.261850, 6.136560, 23.926930], [-21.943580, 5.606870, 23.363010], [-27.207920, 9.387060, 29.369870], [-19.307520, 7.489010, 18.339220], [-21.647000, 10.997400, 19.412800], [-19.633510, 7.611190, 27.734080], [-27.635600, 7.826220, 28.794620], [-18.818890, 0.053930, 19.840340], [-26.152420, 3.849540, 24.425570], [-18.316940, 1.756310, 29.003950], [-21.167760, 4.039200, 15.565210], [-18.885800, 3.282790, 29.677830], [-20.495310, 5.490170, 21.480690], [-22.762740, 5.909840, 20.965240], [-20.943430, 4.083340, 17.364220], [-15.752980, 1.170130, 24.682330], [-21.043030, 1.997020, 30.282390], [-22.371240, 4.194980, 24.207730], [-18.845940, -2.502020, 30.669100], [-18.666090, -0.439560, 29.083450], [-22.479510, 10.378800, 20.733060], [-18.046640, 2.737400, 21.244040], [-17.164550, -0.430940, 27.095980], [-19.472440, 3.830070, 25.678500], [-19.654120, 1.538890, 31.214980], [-20.817380, 0.647430, 27.618070], [-20.456410, 6.435930, 18.916960], [-25.994310, 5.713400, 28.279770], [-21.263480, 11.600400, 21.062150], [-21.084670, 0.605330, 20.677370], [-20.503240, 1.770220, 26.011360], [-17.382520, -0.075540, 20.505770], [-17.188020, 2.124830, 25.260700], [-23.826420, 7.047960, 22.069920], [-16.963780, 1.739230, 23.583560], [-18.298080, 4.758330, 23.659040], [-21.811610, 2.880330, 25.859470], [-16.340140, 2.182720, 21.111470], [-21.723380, 5.076350, 26.352110], [-21.465260, 1.729210, 24.525290], [-18.870670, 5.810770, 18.389420], [-23.970440, 2.071460, 24.734940], [-24.392180, 0.538790, 25.330760], [-22.012490, 1.251300, 28.753860], [-20.259300, -1.914550, 31.454610], [-21.773630, -1.741510, 28.228590], [-19.197430, 4.370680, 21.456330], [-23.013130, -0.887210, 29.181890], [-22.131730, 7.132920, 21.978260], [-19.641910, 2.712520, 28.304670], [-25.440130, 1.328910, 24.100480], [-26.576000, 4.568940, 25.993240], [-17.563000, -0.442520, 18.719630], [-18.906350, 6.206370, 21.535500]], "atomic_forces_ev_per_a": [[1.763, 1.567, -0.163], [2.150, -0.456, -0.304], [-0.678, -1.578, 1.786], [1.027, -0.758, -0.827], [-0.898, -0.981, 1.524], [0.423, 0.250, 0.020], [0.017, 1.076, 1.465], [-2.030, -0.752, 2.099], [-1.214, -0.564, -1.089], [1.176, 1.666, -2.092], [1.066, -0.074, 0.975], [0.128, -0.029, -2.030], [-1.406, 1.490, 1.028], [-0.343, 0.268, -0.111], [5.007, -2.514, 0.047], [0.149, 0.630, -1.000], [0.103, 0.500, 0.336], [-0.864, -1.158, 0.184], [-0.613, -0.273, -0.943], [0.085, -0.058, 0.465], [-0.465, -0.930, 0.137], [-0.475, -0.016, 0.115], [1.302, 0.212, 0.676], [-4.222, 2.673, -0.035], [-0.085, 0.864, -0.626], [-0.043, 0.131, -0.352], [0.295, 0.263, -0.397], [-3.172, -0.171, 0.918], [-0.823, 0.288, -0.527], [0.628, 0.000, 0.284], [0.363, -0.934, -0.041], [-1.244, 1.452, 2.160], [1.241, 0.690, 0.120], [-0.924, 0.309, -0.256], [-0.111, -0.895, -2.045], [0.843, 0.235, 0.027], [-1.034, -0.534, -0.569], [-0.473, -0.839, 0.911], [1.582, -0.755, -1.060], [-1.612, -1.930, 1.340], [1.086, 0.235, 0.146], [1.036, 0.088, 0.611], [0.562, 0.432, 0.342], [-0.197, 0.496, -0.719], [0.765, -0.545, -1.675], [-1.920, 0.788, 0.537], [-0.448, 0.339, 0.016], [-0.206, -0.741, -0.054], [-0.151, -0.331, -0.182], [0.405, 0.657, 0.817], [0.141, 0.080, -0.330], [0.645, -0.060, 0.180], [0.140, -0.302, 0.449], [0.196, -0.293, 0.049], [0.066, -0.351, -0.422], [-0.246, -0.240, -0.434], [0.238, 0.309, -0.314], [-0.396, -0.070, 0.224], [0.070, 0.260, 0.052], [0.136, 0.672, -0.247], [0.138, 0.200, -0.010], [-0.109, -0.101, 0.160], [0.215, -0.617, -0.307], [-0.072, 0.045, -0.165], [0.039, 0.444, -0.314], [-0.074, 0.376, 0.166], [0.579, 0.038, 0.173], [-0.001, 0.313, -0.933], [0.725, -0.096, -0.054], [0.065, 0.451, 0.262], [-0.194, -0.072, -0.172], [-0.529, 0.787, -0.744], [-0.204, -0.235, 0.059], [0.238, 0.208, -0.235], [0.157, 0.250, 0.054], [0.208, -0.145, 0.483], [-0.282, 0.126, 0.827], [-0.870, -0.398, 0.503], [-0.358, 0.271, -0.011], [-0.132, -0.297, 0.348], [0.163, 0.568, 0.418], [-0.361, 0.084, 0.135], [0.593, -0.246, 0.820], [0.767, -0.366, 0.434], [0.319, -0.367, 0.388], [-0.064, -0.408, -0.231], [0.250, 0.245, -0.188], [-0.223, 0.230, 0.558], [0.313, -0.334, -0.097], [0.532, -0.149, 0.075], [-0.631, -0.555, -0.595], [-0.515, 0.459, 0.006], [0.074, 0.066, -0.197], [0.746, 0.086, -0.173], [-0.225, -0.372, -0.059], [1.229, 0.307, -0.266], [0.213, -0.125, 0.292], [-0.378, -0.530, -0.635], [-0.302, -0.195, -0.113], [-0.054, -0.283, -0.448], [-0.144, -0.008, -0.156], [-0.090, -0.220, -0.107], [-0.306, 0.117, 0.265], [0.068, 0.196, -0.172], [-0.172, -0.391, -0.369], [-0.075, 0.335, -0.057], [-0.544, -0.150, 0.305], [0.204, 0.298, -0.062], [-0.285, 0.450, -0.422], [-0.100, 0.081, -0.106], [0.317, 0.349, -0.520], [0.433, 0.074, 0.377], [0.239, 0.235, -0.077], [-0.521, -0.661, -0.123], [-0.313, 0.027, 0.293], [0.172, 0.072, -0.008], [0.233, 0.037, 0.224], [0.358, -0.287, -0.695]]}